23
Properties=species:S:1:pos:R:3:forces:R:3:lowdin_charge:R:1 method="wB97M-V/def2-TZVPD" relative_energy_kj_mol=147.1 total_charge=0 gap_ev=9.837 lumo_energy_ha=0.0371
C -2.19490 1.13222 -0.72627 4.062 0.111 2.392 -0.0490
C 0.24157 1.18083 -0.38866 -3.301 -0.172 -0.526 -0.0549
H 0.93601 -3.24048 2.11523 0.356 1.470 -1.834 0.1025
C -0.86606 1.40817 -1.20608 -0.289 0.420 1.028 -0.2472
H 2.73374 -3.58189 0.18496 -0.152 0.484 0.022 0.0610
H -1.30416 0.74811 2.57576 -0.472 -0.290 -0.437 0.1006
C 1.12570 -2.46784 1.24290 0.974 -1.653 1.412 -0.1666
C -0.02195 0.92100 0.93912 1.639 0.652 0.625 -0.1406
H 0.42948 -2.60595 0.45668 -0.935 -0.610 -0.668 0.0364
H -3.51235 0.38175 0.78051 2.390 1.358 0.611 0.1371
H 1.16397 1.25189 -0.87092 1.679 0.296 0.000 0.0939
C -0.59638 2.16549 -2.47382 -3.132 -0.981 0.158 -0.0490
H -1.32522 2.97096 -2.55537 -0.314 -0.075 -0.150 0.0868
H 2.67175 -1.76736 -0.15101 -0.033 -1.142 0.700 0.0752
H -2.93687 1.17698 -1.40473 -2.679 0.224 -2.056 0.0620
C -2.42904 0.82289 0.62420 -0.428 -1.490 -0.997 -0.0671
H 0.29743 2.66673 -2.48378 2.522 0.654 -0.038 0.0448
H -0.74318 1.50219 -3.30023 0.202 -0.147 -0.948 0.0772
H 0.87584 -1.48389 1.60156 0.373 0.384 0.416 0.0147
H 0.86995 1.02969 1.56431 -0.473 -0.549 0.343 0.1115
H 3.30256 -2.41782 1.36626 0.713 0.116 0.639 0.0337
C 2.55760 -2.58753 0.62630 -1.290 0.886 -0.679 -0.1615
C -1.27550 0.79384 1.48310 -1.412 0.053 -0.013 -0.1015


23
Properties=species:S:1:pos:R:3:forces:R:3:mulliken_spin:R:1 method="wB97M-V/def2-TZVPD" relative_energy_kj_mol=134.5 spin_multiplicity=2 total_charge=0 gap_ev="3.087 / 9.579" lumo_energy_ha="0.0185 / 0.0121"
H 1.76144 -0.51635 -3.19852 -0.253 0.514 -0.215 -0.0624
N -2.98178 -0.12362 2.18343 1.157 0.387 -1.277 -0.0168
H 1.75801 1.07756 2.12018 -0.141 -0.064 0.048 -0.0288
H 2.06721 -0.97733 0.87630 -0.451 -1.206 0.038 0.0601
H 1.77046 0.94692 0.60759 -0.635 0.214 0.158 -0.0591
H -0.11675 0.47397 -0.90639 -0.753 0.360 -0.584 -0.0414
C -1.92866 -0.23505 0.00766 -0.301 -0.096 -0.289 0.4453
H -3.77281 0.20776 1.65138 -0.487 -0.063 0.385 0.0024
H 1.88580 -2.61147 0.72713 0.248 0.370 0.372 -0.0804
H -2.82946 0.45013 2.99777 -0.227 0.062 0.120 -0.0023
C -1.84492 -0.02499 1.31576 0.435 -0.388 1.191 0.0351
H 1.72780 -1.30291 -1.95962 -0.065 0.170 0.573 0.1232
N -0.77875 -0.33575 -0.91936 0.687 -0.859 1.355 0.6552
H 1.76077 1.76362 -1.70983 -0.073 -0.548 0.059 -0.0214
O 1.76083 -1.74395 0.32963 -0.123 0.299 -0.605 0.0737
O 1.32467 0.58902 1.40624 0.883 0.417 0.031 0.3930
O 1.13383 1.95088 -0.98787 0.254 0.494 -0.414 0.0743
O 1.43580 -0.43174 -2.28838 0.645 -0.812 -0.541 -0.1461
H -0.08924 -1.05621 -0.51960 -0.957 0.269 -0.935 -0.0642
H -2.89451 -0.49373 -0.42809 0.391 0.203 -0.106 -0.0366
H -0.88550 0.12841 1.85442 -0.715 -0.059 -0.735 0.0099
H 0.82957 2.83498 -1.24926 -0.259 0.045 0.362 0.0506
H -1.09382 -0.57012 -1.91057 0.741 0.291 1.010 -0.3636


16
Properties=species:S:1:pos:R:3:forces:R:3:lowdin_charge:R:1 method="wB97M-V/def2-TZVPD" relative_energy_kj_mol=337.6 total_charge=0 gap_ev=7.471 lumo_energy_ha=-0.0608
C -0.79186 -0.81706 -0.93128 2.190 -2.121 0.340 -0.2346
H 1.42926 0.32098 0.68526 -0.981 2.122 -0.337 0.0827
C 0.40008 1.19511 -1.09058 2.182 0.678 -0.572 -0.2881
H 0.60177 2.09687 0.90359 1.440 -1.241 -0.799 0.0984
H 0.95685 0.79481 -2.01439 -0.294 0.150 1.544 0.1450
C 1.20983 1.38783 0.22938 1.977 -2.066 0.150 -0.0763
H -0.48530 -1.69780 2.65995 0.318 -0.495 0.415 0.0323
O 0.66120 -2.23644 0.32027 -3.151 1.859 0.370 0.0276
H -0.07338 -1.25770 -1.70713 -1.348 0.286 0.663 0.1647
H -1.80475 -0.99907 -0.97196 -2.368 -1.374 -1.067 0.1010
C -1.03745 -1.33096 1.82529 -3.012 3.391 -3.025 -0.4224
C -0.36788 -1.50720 0.35679 3.639 -2.318 2.396 -0.3478
H 0.15141 2.20671 -1.36430 -0.502 0.342 -0.397 0.1018
H 2.36208 1.64469 0.03728 -2.758 0.351 0.271 0.1103
S -2.42795 -0.31007 1.98535 3.322 -2.699 -0.218 0.6513
O -0.78392 0.50928 -0.92353 -0.654 3.135 0.265 -0.1458


99
Properties=species:S:1:pos:R:3:forces:R:3:mulliken_spin:R:1 method="wB97M-V/def2-TZVPD" relative_energy_kj_mol=133.4 spin_multiplicity=2 total_charge=+1 gap_ev="6.302 / 4.853" lumo_energy_ha="-0.1581 / -0.2117"
C 2.52037 -0.30014 0.84979 0.422 0.072 -0.190 -0.0019
C -3.11858 2.80816 -2.14425 0.036 -0.071 -0.071 0.0005
C 0.92597 1.12772 4.11046 -0.066 0.259 0.069 0.0007
H -2.11976 -6.80298 1.60303 -0.010 0.037 -0.012 0.0000
Cl -0.51934 4.19058 2.08263 -0.056 0.159 0.207 0.0030
C 4.04349 2.85351 -2.74512 -0.102 -0.027 0.052 0.0138
C 2.39454 0.36934 5.81169 0.044 -0.048 0.022 0.0000
H -3.04186 3.31313 2.04715 0.009 0.055 0.003 0.0003
H -1.68566 -3.05229 -2.24060 0.029 -0.037 0.003 0.0005
C 0.26814 0.29568 -1.80844 0.621 0.253 -0.470 0.1658
H -2.50534 2.13984 -6.52941 -0.014 0.003 0.022 0.0000
H -2.87284 4.24546 -3.70658 0.004 -0.016 0.015 0.0000
H 1.50502 2.34114 5.77000 0.017 -0.028 -0.001 0.0000
C -0.76696 -2.59571 -1.86723 -0.028 0.013 0.001 0.0098
H 4.63537 -0.68454 0.81381 -0.021 -0.001 0.006 0.0004
H -3.41153 -3.37504 3.98812 -0.017 -0.031 0.039 -0.0001
C -1.91917 -1.93855 4.32195 0.011 -0.037 0.092 -0.0003
C 1.51131 0.01142 -1.15175 -0.656 0.133 -0.236 0.0066
N 0.99375 -0.02554 3.44491 -0.117 -0.160 -0.103 0.0017
Ge 0.30745 2.54580 0.94509 0.449 0.543 -0.273 -0.0037
Br 1.75573 -2.68579 3.13315 -0.094 0.078 -0.089 0.0001
O -1.61313 0.59517 2.66516 -0.112 -0.041 0.191 0.0137
H -2.96179 3.52214 -1.34619 0.017 -0.041 0.006 -0.0001
C 1.60519 1.37942 5.28685 -0.025 -0.043 -0.030 0.0001
C -1.38647 -3.00821 1.25043 0.353 1.359 0.111 -0.0045
H -1.05325 -1.66316 -1.38504 -0.041 -0.365 -0.133 0.0099
C -0.04642 -3.54734 -0.91265 -0.021 0.124 0.185 -0.0062
C 3.76510 -0.47961 0.20624 -0.215 0.035 0.218 0.0134
C -2.89207 -2.63719 3.37679 0.069 0.028 -0.112 0.0000
H 1.95638 -2.85177 -1.38736 -0.042 -0.022 0.043 -0.0007
C 2.45013 -0.84841 5.15310 0.021 -0.015 0.059 0.0001
H -1.26707 -1.24635 3.80983 0.117 0.113 -0.090 0.0004
C 0.18170 0.45219 -3.21323 0.034 0.067 0.517 0.0351
H 1.30738 -2.21278 0.14111 -0.073 -0.458 -0.117 0.0044
H 3.02515 -1.68037 5.53355 -0.006 0.034 0.004 0.0000
H 3.62868 4.58264 -1.55168 -0.032 0.011 0.008 0.0002
C -3.20827 2.74196 -5.95095 0.002 -0.016 0.101 0.0000
C -1.92637 -5.74308 1.49667 0.030 -0.031 -0.035 0.0008
H 7.06414 1.32343 -2.99319 -0.016 0.030 -0.001 -0.0013
H -2.46925 -1.37613 5.08013 0.028 -0.018 -0.018 -0.0001
H 1.33334 0.51559 -5.00564 0.061 -0.026 0.028 -0.0038
H 4.80320 -0.52297 -1.65938 -0.029 0.023 0.022 0.0035
N 3.71743 0.22101 -4.05675 0.309 0.489 0.111 0.2078
H -4.22256 1.99561 1.99743 -0.057 0.050 -0.024 0.0001
C -2.43107 -4.83794 2.40263 -0.071 0.294 0.030 -0.0012
S -3.54023 0.91832 -0.23852 -0.040 0.402 0.576 -0.0003
C -2.19794 -3.46164 2.30092 -0.428 -0.490 0.577 0.0037
H -3.65227 0.24034 -4.99453 0.017 0.023 0.022 0.0000
H -3.72899 -0.50718 -2.64342 0.021 0.039 0.015 0.0001
C 6.32235 2.03289 -2.64864 0.208 0.072 0.163 0.0173
H 0.08963 -4.48001 -1.45807 -0.025 -0.083 -0.033 -0.0002
C -3.49221 0.95666 -4.19611 0.014 -0.029 -0.066 -0.0011
O -2.61994 1.81532 4.25441 -0.033 0.028 0.128 0.0000
H 2.95213 0.51668 6.72790 -0.023 -0.010 -0.016 0.0000
H -3.04784 -5.18729 3.22145 0.036 -0.008 -0.019 0.0000
C 5.01652 1.92260 -3.10237 -0.176 -0.554 -0.437 0.0480
C -0.88888 -3.90490 0.30372 0.254 -0.745 -0.656 0.0025
Br 6.08491 5.24936 -0.09790 0.047 0.182 0.170 0.0037
O -0.71431 0.41753 -1.02552 -0.896 0.515 -0.723 0.1421
H 7.64981 3.10679 -1.34460 -0.020 -0.004 -0.004 0.0005
C 2.68517 -0.06613 -1.86469 0.396 0.103 -0.449 0.0037
H 0.28053 1.88983 3.69274 0.012 0.018 -0.023 -0.0005
H 2.45923 -0.30317 1.91602 -0.001 -0.039 0.125 -0.0119
C -3.24931 2.29671 -4.51052 -0.010 0.036 -0.128 0.0006
C -3.35386 1.47209 -1.86975 0.069 -0.201 -0.389 -0.0016
C 6.64516 3.02181 -1.73463 -0.014 -0.084 -0.092 -0.0066
H -1.29150 -2.67646 4.82785 -0.053 -0.009 0.002 0.0001
C 5.66171 3.91698 -1.33543 -0.084 -0.098 -0.117 0.0184
H -3.64276 -1.06185 2.04773 0.080 0.100 -0.019 -0.0005
C -3.06305 3.20494 -3.47339 0.026 0.065 -0.012 0.0000
C 4.37008 3.85728 -1.85234 0.048 -0.126 -0.050 -0.0053
C 1.35143 -3.08472 -0.50418 0.007 -0.079 0.018 0.0022
C 1.72144 -0.98212 3.98099 0.092 -0.155 0.458 0.0004
C 3.85835 -0.37731 -1.15116 0.025 0.060 -0.075 0.0292
N 1.40145 -0.11643 0.18409 -0.212 0.340 0.233 0.0206
H -0.13072 -2.36845 -2.72893 -0.034 -0.042 0.034 -0.0078
C 1.33736 0.37993 -3.93141 0.549 -0.002 0.137 0.0608
C -1.17781 -5.26261 0.44377 0.144 0.159 -0.126 -0.0007
H -4.76912 -2.36237 2.32847 0.028 0.002 0.026 -0.0001
H -4.18873 2.62832 -6.41698 0.007 -0.005 0.030 0.0000
H 3.04701 2.83094 -3.16407 -0.069 -0.097 0.004 -0.0051
N 4.80332 0.78472 -3.96651 -0.449 0.071 0.326 0.0406
C -3.16167 2.23958 1.94170 0.036 0.010 -0.289 0.0005
H -4.47327 -1.17629 3.60456 0.015 0.002 -0.011 -0.0001
H -0.77644 0.66516 -3.66787 -0.022 -0.033 0.037 -0.0009
N -1.02358 -1.62079 1.14859 0.066 -0.607 0.458 0.0148
H -0.78669 -5.94902 -0.29720 -0.011 0.003 0.009 0.0000
Cl 0.35497 3.45973 -1.09585 -0.061 -0.183 0.034 0.0021
C 2.59374 0.21971 -3.27918 0.030 -0.006 -0.235 0.1930
O -4.92220 0.95094 0.11579 0.066 -0.226 0.006 0.0004
O -2.86726 -0.43104 -0.13479 0.426 -0.144 0.136 0.0025
Cl 2.44840 2.80397 1.37175 0.234 -0.029 0.123 0.0007
W -1.01130 0.10891 0.90636 -1.300 -0.777 0.199 -0.0396
C -4.00049 -1.75051 2.80511 0.021 0.052 0.039 0.0007
H 1.86334 -3.86897 0.05678 -0.016 -0.041 -0.063 -0.0001
N -2.55127 1.74509 0.69713 -0.269 0.094 0.075 0.0030
H -2.91488 3.78715 -6.03669 -0.003 -0.024 0.017 0.0000
C -3.54039 0.53274 -2.88245 -0.053 0.115 -0.021 0.0015
C -2.47932 1.57118 3.10362 0.563 -0.288 -0.280 -0.0003


32
Properties=species:S:1:pos:R:3:forces:R:3:lowdin_charge:R:1 method="wB97M-V/def2-TZVPD" relative_energy_kj_mol=79.8 total_charge=0 gap_ev=9.972 lumo_energy_ha=0.0167
C -1.30622 -0.29116 -0.23690 -0.205 0.940 -0.931 -0.1630
H 4.09263 0.46051 1.94060 -0.622 0.976 -1.437 0.1195
H -2.68233 -2.16956 -1.65593 0.484 -0.146 -2.334 0.0424
C 2.92412 0.28681 0.02740 -1.621 2.160 0.015 -0.2757
H -2.36258 -2.64571 -0.10460 -0.042 -0.288 0.560 0.0776
C 0.67880 1.26120 -0.24021 -0.088 0.752 -1.611 -0.4324
C -3.01876 -2.01768 -0.69144 0.315 1.463 1.635 -0.0636
C 3.88004 1.02567 0.95601 0.788 -1.661 0.808 -0.0205
O 1.10663 2.07461 -1.05749 -0.005 -0.125 0.405 0.0421
H -0.91471 -0.59573 -1.19621 0.281 -0.469 -0.399 0.1308
H -3.30166 0.16340 -0.99307 0.572 -0.637 1.000 0.1517
C 3.19284 -1.13076 -0.21217 -1.462 -1.737 -1.180 -0.5261
H 4.66023 -2.20050 -1.02053 -1.081 1.651 0.969 0.1815
H -1.05816 1.50599 0.94817 0.202 -0.808 0.795 0.1393
H -0.80260 -0.84060 0.53441 -0.014 -0.845 0.378 0.1117
O 2.34559 -2.00082 -0.21003 0.665 0.227 0.458 0.1091
C -0.85176 1.12677 -0.05014 0.229 1.843 0.807 -0.3202
O 4.41668 -1.28322 -0.66355 2.274 -1.607 -0.857 0.1206
H 3.45957 1.99358 1.11327 -0.108 0.646 0.414 0.0714
C -3.37200 -0.38342 1.13095 -1.667 1.560 1.201 -0.1022
N 1.51329 0.45396 0.43326 0.269 -1.066 0.797 0.1138
H 4.83489 1.12063 0.44651 0.151 0.124 0.058 0.0767
N -1.55405 2.21287 -0.75706 0.125 -1.095 -0.611 0.0576
H -1.28927 2.23386 -1.74277 0.003 -0.046 0.176 0.0809
H -3.00243 -1.09045 1.86780 0.264 -0.425 -0.193 0.0786
H -3.17492 0.61252 1.58684 -0.041 -0.394 -0.421 0.0811
H -4.03353 -2.34750 -0.60422 -0.611 -0.130 0.138 0.0693
H 1.07466 -0.34488 0.87505 0.318 0.066 0.005 0.1274
H -4.49141 -0.46869 1.14450 0.900 -0.062 -0.136 0.0931
H -1.09953 3.00976 -0.35166 -0.132 0.832 -0.227 0.0657
H 2.93804 0.79257 -0.97397 0.306 -0.409 0.678 0.1724
C -2.80212 -0.52405 -0.24283 -0.446 -1.290 -0.960 -0.4105


11
Properties=species:S:1:pos:R:3:forces:R:3:lowdin_charge:R:1 method="wB97M-V/def2-TZVPD" relative_energy_kj_mol=76.9 total_charge=0 gap_ev=10.935 lumo_energy_ha=0.0429
H 2.74381 -0.91704 0.29583 -0.114 0.099 -0.024 0.1514
H 0.18781 2.12373 -0.38583 -0.003 -0.212 0.039 0.1021
C -0.17017 -0.09983 -0.09692 -0.012 0.107 0.244 -0.3512
H -1.85886 -1.41460 -0.16614 0.061 0.165 -0.031 0.0752
N 1.87484 -0.42491 0.15783 0.179 -0.067 -0.066 -0.1021
H -1.96343 -0.10937 1.00892 -0.168 0.035 0.063 0.0740
C -1.64447 -0.35545 -0.00155 0.165 -0.130 -0.196 -0.0477
N 0.72032 -1.06323 0.13039 -0.152 0.168 -0.006 0.0901
H -2.23520 0.24152 -0.70229 0.194 -0.059 0.070 0.0750
N 1.83440 0.87699 -0.03568 -0.184 -0.112 -0.124 0.0470
C 0.53791 1.11561 -0.20603 0.033 0.007 0.032 -0.1137